# 1
71
Properties=species:S:1:pos:R:3 method="wB97M-V/def2-TZVPD" max_force_ha_per_bohr=0.06525 orbital_gap_ha=0.2472
O 1.89 -3.61 2.61
S 0.66 -3.21 1.98
O -0.55 -4.01 2.02
C 0.20 -1.50 2.69
F -0.10 -1.62 3.99
F 1.22 -0.63 2.54
F -0.88 -1.03 2.02
C 1.02 -2.91 0.25
C 0.08 -3.20 -0.75
C 0.34 -2.58 -1.98
N -0.54 -2.30 -3.01
O -1.69 -2.64 -3.27
O 0.13 -1.39 -3.86
N 1.39 -1.10 -3.40
C 1.50 -1.82 -2.25
C 2.54 -1.68 -1.26
N 3.81 -1.02 -1.48
O 4.13 -0.61 -2.62
O 4.57 -0.91 -0.49
C 2.23 -2.24 -0.01
H -0.85 -3.84 -0.63
H 2.96 -2.15 0.79
O 0.88 -7.99 0.08
C 0.04 -8.81 0.43
C 0.41 -10.20 0.92
C 0.64 -10.40 2.29
C 0.94 -11.70 2.74
C 1.03 -12.76 1.83
C 0.85 -12.52 0.46
C 0.56 -11.24 0.00
N -1.35 -8.59 0.40
C -2.21 -9.76 0.46
C -3.68 -9.41 0.51
N -4.01 -8.46 -0.52
C -5.41 -8.34 -0.85
C -5.57 -7.49 -2.10
N -4.91 -6.20 -1.93
C -5.64 -5.01 -2.06
O -5.31 -3.95 -1.53
C -6.89 -5.15 -2.89
C -8.12 -4.82 -2.31
C -9.30 -5.05 -3.03
C -9.24 -5.54 -4.34
C -7.99 -5.79 -4.94
C -6.82 -5.59 -4.21
C -3.63 -6.21 -1.33
C -2.79 -5.08 -1.36
N -1.61 -5.07 -0.70
C -1.17 -6.18 -0.07
C -1.87 -7.39 -0.14
C -3.17 -7.39 -0.70
H 0.56 -9.56 2.98
H 1.10 -11.87 3.80
H 1.24 -13.77 2.19
H 0.94 -13.34 -0.25
H 0.40 -11.04 -1.06
H -2.00 -10.41 -0.41
H -1.95 -10.33 1.35
H -4.26 -10.33 0.37
H -3.91 -9.04 1.53
H -5.84 -9.33 -1.02
H -5.99 -7.87 -0.04
H -5.18 -7.99 -2.99
H -6.64 -7.34 -2.25
H -8.15 -4.43 -1.29
H -10.26 -4.85 -2.56
H -10.15 -5.73 -4.90
H -7.94 -6.16 -5.97
H -5.84 -5.80 -4.65
H -3.06 -4.17 -1.88
H -0.24 -6.08 0.49


# 2
54
Properties=species:S:1:pos:R:3 method="wB97M-V/def2-TZVPD" max_force_ha_per_bohr=0.01293 orbital_gap_ha=0.2995
O -0.87 1.35 -1.77
C 0.45 0.85 -1.68
C 1.48 1.67 -2.49
N 2.56 2.25 -1.72
C 2.20 3.31 -0.84
C 0.90 3.84 -0.82
C 0.57 4.91 0.00
C 1.51 5.48 0.85
C 2.80 4.97 0.84
C 3.13 3.92 0.00
S 4.83 3.43 -0.03
C 4.60 1.73 -0.43
C 5.56 0.83 0.02
C 5.50 -0.51 -0.32
C 4.45 -0.93 -1.12
I 4.29 -2.95 -1.65
C 3.47 -0.04 -1.56
C 3.52 1.32 -1.23
H -1.10 1.63 -0.88
H 0.46 -0.17 -2.05
H 0.80 0.82 -0.65
H 0.93 2.45 -3.02
H 1.89 1.06 -3.28
H 0.12 3.44 -1.44
H -0.44 5.28 -0.03
H 1.22 6.31 1.48
H 3.55 5.39 1.49
H 6.37 1.20 0.63
H 6.25 -1.20 0.03
H 2.69 -0.44 -2.17
C -3.53 -0.25 2.62
C -2.91 0.93 2.24
C -1.53 0.96 2.06
C -0.78 -0.20 2.26
C -1.41 -1.37 2.64
C -2.79 -1.40 2.82
H -4.61 -0.27 2.75
H -3.49 1.83 2.08
H -1.04 1.88 1.77
H 0.29 -0.18 2.12
H -0.83 -2.27 2.78
H -3.28 -2.32 3.11
C -4.74 -5.88 -1.03
C -3.73 -6.20 -0.13
C -2.98 -5.20 0.45
C -3.23 -3.87 0.14
C -4.23 -3.55 -0.76
C -4.99 -4.55 -1.35
H -5.33 -6.67 -1.49
H -3.54 -7.24 0.11
H -2.19 -5.45 1.15
H -2.64 -3.08 0.60
H -4.43 -2.51 -1.00
H -5.77 -4.30 -2.05


# 3
144
Properties=species:S:1:pos:R:3 method="wB97M-V/def2-TZVPD" e_above_lowest_kj_mol=0.0 max_force_ha_per_bohr=0.00892 orbital_gap_ha=0.1645 charge=-1
Ca -1.06 -0.50 0.38
C -3.94 1.07 3.24
C -3.91 -0.38 3.68
S -2.87 -1.50 2.69
C -1.91 -2.33 3.99
C -1.04 -1.45 4.88
S 0.08 -0.34 3.98
C -0.25 1.24 4.80
C -1.68 1.75 4.77
S -2.35 1.92 3.09
H -4.59 1.63 3.92
H -4.37 1.16 2.24
H -4.93 -0.76 3.67
H -3.56 -0.47 4.71
H -1.29 -3.03 3.43
H -2.60 -2.90 4.61
H -0.45 -2.11 5.51
H -1.65 -0.84 5.55
H 0.41 1.94 4.28
H 0.09 1.20 5.84
H -1.71 2.73 5.26
H -2.34 1.10 5.35
C -0.84 2.93 0.05
C -2.19 3.65 -0.05
C -2.26 4.35 -1.41
C -3.49 2.87 0.17
C -4.56 3.61 0.69
C -5.84 3.09 0.77
C -6.06 1.79 0.33
C -5.03 1.00 -0.16
C -5.31 -0.44 -0.55
C -5.95 -1.22 0.60
C -6.21 -0.55 -1.79
C -3.72 1.55 -0.25
N -2.65 0.78 -0.70
C -2.68 0.42 -2.05
C -1.85 -0.55 -2.55
N -0.98 -1.25 -1.74
C 0.04 -2.00 -2.35
C 0.04 -3.40 -2.26
C 1.13 -4.11 -2.77
C 2.18 -3.47 -3.41
C 2.15 -2.09 -3.54
C 1.10 -1.34 -3.02
C 1.11 0.17 -3.14
C 1.70 0.80 -1.87
C 1.86 0.70 -4.36
C -1.14 -4.25 -1.79
C -2.00 -3.78 -0.62
C -2.06 -4.51 -2.99
C -2.07 -0.66 -4.01
C -1.57 -1.43 -5.04
C -2.06 -1.21 -6.36
C -3.00 -0.25 -6.65
C -3.52 0.56 -5.60
C -4.48 1.61 -5.73
C -4.86 2.31 -4.62
C -4.35 2.03 -3.32
C -3.44 1.02 -3.16
C -3.04 0.32 -4.34
H -0.05 3.68 0.08
H -0.67 2.30 -0.82
H -0.75 2.33 0.95
H -2.19 4.42 0.72
H -2.27 3.61 -2.21
H -1.40 5.00 -1.55
H -3.17 4.95 -1.51
H -4.37 4.62 1.03
H -6.65 3.68 1.16
H -7.07 1.38 0.38
H -4.35 -0.90 -0.79
H -6.96 -0.85 0.81
H -5.37 -1.15 1.51
H -6.03 -2.28 0.34
H -7.18 -0.07 -1.61
H -6.39 -1.60 -2.03
H -5.76 -0.07 -2.66
H 1.14 -5.19 -2.66
H 3.01 -4.04 -3.79
H 2.97 -1.59 -4.06
H 0.08 0.51 -3.22
H 2.72 0.46 -1.72
H 1.13 0.50 -0.99
H 1.69 1.89 -1.92
H 2.94 0.54 -4.29
H 1.69 1.77 -4.47
H 1.50 0.21 -5.28
H -0.70 -5.20 -1.49
H -2.62 -2.92 -0.89
H -1.39 -3.52 0.25
H -2.66 -4.60 -0.32
H -2.52 -3.58 -3.33
H -2.86 -5.21 -2.72
H -1.50 -4.93 -3.83
H -0.82 -2.19 -4.87
H -1.67 -1.82 -7.16
H -3.34 -0.11 -7.67
H -4.90 1.85 -6.71
H -5.59 3.11 -4.72
H -4.72 2.61 -2.48
C 5.09 2.12 4.24
C 5.08 0.65 3.80
C 6.45 0.04 4.15
C 4.02 -0.04 4.66
Si 4.71 0.49 1.91
Br 2.51 1.03 1.75
C 4.88 -1.30 1.24
C 4.33 -2.31 2.27
C 4.07 -1.52 -0.05
C 6.35 -1.66 0.97
C 5.63 1.81 0.86
C 5.06 3.23 1.06
C 5.49 1.52 -0.64
C 7.13 1.83 1.19
H 5.23 2.17 5.32
H 4.14 2.62 4.00
H 5.90 2.70 3.79
H 6.64 0.20 5.22
H 7.27 0.49 3.60
H 6.47 -1.03 3.97
H 4.25 0.14 5.72
H 3.99 -1.12 4.51
H 3.01 0.34 4.47
H 3.30 -2.07 2.56
H 4.95 -2.38 3.16
H 4.30 -3.30 1.80
H 3.00 -1.36 0.11
H 4.20 -2.56 -0.37
H 4.40 -0.88 -0.87
H 6.98 -1.54 1.85
H 6.78 -1.07 0.16
H 6.40 -2.71 0.66
H 4.03 3.29 0.72
H 5.65 3.93 0.47
H 5.09 3.56 2.10
H 4.44 1.49 -0.95
H 5.96 0.59 -0.94
H 5.97 2.33 -1.21
H 7.33 2.19 2.20
H 7.64 2.51 0.50
H 7.60 0.85 1.08
S 0.69 -2.39 1.70
C 1.09 -3.86 0.99
N 1.40 -4.89 0.56


# 4
151
Properties=species:S:1:pos:R:3 method="wB97M-V/def2-TZVPD" max_force_ha_per_bohr=0.13226 orbital_gap_ha=0.2339 charge=+1
C -0.65 -4.59 -4.00
C -1.83 -4.05 -3.07
B -2.27 -2.53 -3.33
O -3.45 -2.06 -2.67
C -1.47 -1.45 -4.23
C -2.50 -0.60 -5.15
C -2.60 -1.27 -6.61
C -2.07 -0.28 -7.78
C -0.50 -0.42 -7.77
N 0.22 0.47 -8.71
C 1.56 -0.03 -9.05
C 2.47 -0.34 -7.79
C 2.38 -1.58 -6.94
C 3.24 -1.88 -5.76
C 4.30 -0.90 -5.38
C 4.45 0.35 -6.21
C 3.55 0.64 -7.39
O 3.78 1.82 -8.11
N -1.79 0.72 -5.14
C -0.77 0.93 -4.36
B 0.19 2.24 -4.21
C 0.26 3.44 -5.29
O 1.07 2.37 -3.08
C -0.55 -0.39 -3.48
C -0.82 -0.06 -1.94
C 0.20 -0.99 -1.09
C 1.30 -0.13 -0.30
S 3.01 -0.39 -0.98
H -0.32 -5.62 -3.64
H -1.05 -4.70 -5.06
H 0.24 -3.88 -3.99
H -1.56 -4.20 -1.98
H -2.74 -4.69 -3.31
H -3.40 -2.30 -1.72
H -0.70 -2.00 -4.86
H -3.57 -0.60 -4.78
H -1.91 -2.18 -6.66
H -3.64 -1.65 -6.85
H -2.46 0.77 -7.67
H -2.44 -0.73 -8.75
H -0.05 -0.24 -6.73
H -0.19 -1.48 -8.04
H 0.21 1.45 -8.43
H 2.09 0.81 -9.61
H 1.51 -0.93 -9.71
H 1.59 -2.35 -7.21
H 3.05 -2.82 -5.19
H 4.98 -1.12 -4.51
H 5.27 1.07 -5.94
H 3.46 2.57 -7.57
H -2.00 1.53 -5.75
H 1.37 3.56 -5.52
H -0.08 4.42 -4.83
H -0.25 3.18 -6.27
H 1.77 1.70 -3.27
H 0.57 -0.54 -3.58
H -1.89 -0.20 -1.62
H -0.54 1.00 -1.65
H 0.78 -1.68 -1.78
H -0.38 -1.61 -0.36
H 1.30 -0.51 0.78
H 1.07 0.97 -0.25
H 3.21 0.44 -2.06
C -1.64 1.77 2.36
C -1.82 1.40 3.82
O -1.69 -0.02 3.85
S -0.66 -0.49 2.71
O 0.62 -0.67 3.32
O -1.28 -1.49 1.92
O -0.62 0.89 1.87
H -2.55 1.59 1.79
H -1.34 2.81 2.23
H -2.79 1.72 4.21
H -1.02 1.83 4.43
C 1.58 -8.54 -5.74
C 0.70 -8.26 -6.95
O -0.58 -8.77 -6.59
S -0.80 -8.59 -5.00
O -1.55 -7.39 -4.78
O -1.18 -9.84 -4.45
O 0.74 -8.29 -4.61
H 1.90 -9.58 -5.71
H 2.46 -7.89 -5.71
H 1.07 -8.75 -7.85
H 0.61 -7.19 -7.13
C 6.37 -4.81 -1.78
C 5.27 -3.88 -1.31
O 4.69 -3.34 -2.50
S 4.78 -4.45 -3.67
O 3.53 -5.13 -3.75
O 5.41 -3.86 -4.80
O 5.85 -5.44 -2.96
H 7.26 -4.24 -2.07
H 6.63 -5.55 -1.03
H 5.64 -3.08 -0.67
H 4.49 -4.43 -0.77
C 2.67 2.28 4.34
C 3.28 3.40 3.51
O 2.22 4.34 3.32
S 1.26 4.32 4.62
O 1.63 5.39 5.48
O -0.09 4.12 4.18
O 1.80 2.93 5.27
H 2.07 1.61 3.72
H 3.42 1.70 4.87
H 3.66 3.05 2.56
H 4.09 3.90 4.06
C -3.78 4.45 7.37
C -5.23 4.84 7.17
O -5.74 3.90 6.21
S -4.98 2.49 6.41
O -5.80 1.64 7.20
O -4.45 2.08 5.15
O -3.77 3.02 7.33
H -3.16 4.82 6.55
H -3.38 4.82 8.32
H -5.35 5.86 6.81
H -5.81 4.72 8.09
C -2.11 8.60 5.35
C -1.40 9.54 4.39
O -0.07 9.04 4.30
S -0.10 7.42 4.46
O -0.08 6.85 3.15
O 0.81 7.04 5.48
O -1.61 7.30 5.03
H -1.86 8.82 6.39
H -3.19 8.63 5.22
H -1.39 10.57 4.75
H -1.84 9.51 3.39
C -0.23 -3.68 4.91
C 0.55 -4.93 4.52
O 1.35 -5.24 5.66
S 0.55 -4.79 7.00
O -0.10 -5.93 7.54
O 1.41 -3.96 7.77
O -0.56 -3.86 6.28
H 0.40 -2.79 4.82
H -1.13 -3.56 4.31
H 1.17 -4.78 3.64
H -0.12 -5.78 4.34
C -3.40 3.90 12.69
C -2.75 2.69 12.04
O -2.30 3.16 10.77
S -1.87 4.71 10.90
O -0.47 4.78 11.08
O -2.56 5.46 9.89
O -2.58 5.01 12.33
H -4.40 4.07 12.30
H -3.45 3.80 13.78
H -3.45 1.86 11.91
H -1.88 2.35 12.60